Entry 1:
Formula: C52H46MoN3O3P2S
Source: the Open Molecules 2025 dataset
Level of theory: wB97M-V/def2-TZVPD

CARTESIAN COORDINATES (ANGSTROEM)
1 Mo -0.65 0.46 1.14
2 O -5.67 -1.88 1.00
3 C -4.96 -2.45 0.04
4 C -5.58 -3.46 -0.70
5 C -4.90 -4.12 -1.70
6 C -3.57 -3.79 -1.99
7 C -2.94 -2.80 -1.29
8 C -3.60 -2.11 -0.25
9 C -2.90 -1.09 0.48
10 O -1.61 -0.83 0.29
11 N -3.49 -0.34 1.38
12 N -2.67 0.59 1.89
13 C -3.16 1.44 2.77
14 C -2.41 2.48 3.37
15 C -2.97 3.30 4.37
16 C -2.23 4.28 4.98
17 C -0.90 4.48 4.62
18 C -0.31 3.72 3.62
19 C -1.05 2.73 2.98
20 O -0.57 1.93 2.04
21 H -5.18 -1.18 1.46
22 H -6.61 -3.69 -0.46
23 H -5.39 -4.90 -2.25
24 H -3.05 -4.32 -2.78
25 H -1.92 -2.54 -1.52
26 H -4.20 1.33 3.05
27 H -4.00 3.13 4.65
28 H -2.68 4.89 5.74
29 H -0.31 5.24 5.11
30 H 0.72 3.87 3.32
31 C 2.05 -0.77 -7.35
32 S 1.32 0.17 -5.99
33 C 2.81 0.45 -4.96
34 C 2.44 0.88 -3.54
35 C 1.63 -0.21 -2.84
36 N 1.14 0.13 -1.50
37 P 0.07 1.38 -1.09
38 C -0.95 1.71 -2.53
39 C -1.96 0.80 -2.85
40 C -2.72 1.00 -3.99
41 C -2.47 2.09 -4.81
42 C -1.45 2.99 -4.50
43 C -0.70 2.82 -3.35
44 C 0.97 2.89 -0.63
45 C 0.22 3.86 0.04
46 C 0.83 4.99 0.55
47 C 2.20 5.16 0.40
48 C 2.95 4.21 -0.28
49 C 2.34 3.07 -0.79
50 P 1.19 -0.95 -0.15
51 C 2.96 -1.36 -0.11
52 C 3.38 -2.69 -0.17
53 C 4.73 -2.98 -0.27
54 C 5.67 -1.96 -0.31
55 C 5.25 -0.63 -0.23
56 C 3.90 -0.34 -0.12
57 C 0.46 -2.58 -0.55
58 C -0.10 -3.22 0.56
59 C -0.64 -4.49 0.42
60 C -0.57 -5.15 -0.80
61 C 0.04 -4.53 -1.88
62 C 0.53 -3.24 -1.77
63 H 1.28 -0.88 -8.11
64 H 2.36 -1.75 -7.00
65 H 2.89 -0.23 -7.77
66 H 3.39 1.23 -5.45
67 H 3.38 -0.48 -4.94
68 H 1.87 1.82 -3.57
69 H 3.37 1.05 -3.00
70 H 2.28 -1.08 -2.70
71 H 0.79 -0.48 -3.50
72 H -2.15 -0.04 -2.20
73 H -3.52 0.32 -4.24
74 H -3.06 2.25 -5.70
75 H -1.26 3.84 -5.14
76 H 0.07 3.53 -3.08
77 H -0.86 3.73 0.14
78 H 0.25 5.74 1.06
79 H 2.69 6.03 0.81
80 H 4.01 4.35 -0.40
81 H 2.92 2.34 -1.33
82 H 2.66 -3.50 -0.15
83 H 5.05 -4.01 -0.33
84 H 6.72 -2.19 -0.39
85 H 5.97 0.16 -0.26
86 H 3.57 0.69 -0.05
87 H -0.09 -2.73 1.53
88 H -1.10 -4.97 1.27
89 H -0.97 -6.14 -0.90
90 H 0.13 -5.06 -2.82
91 H 0.98 -2.78 -2.64
92 C -0.97 -1.54 6.42
93 C -1.62 -1.83 5.21
94 C -1.13 -1.36 4.02
95 C 0.07 -0.60 3.97
96 C 0.63 -0.12 2.77
97 C 1.84 0.53 2.79
98 C 2.52 0.77 4.00
99 C 1.96 0.38 5.18
100 C 0.74 -0.34 5.21
101 C 0.19 -0.81 6.41
102 H -1.39 -1.89 7.34
103 H -2.51 -2.43 5.22
104 H -1.63 -1.63 3.08
105 H 2.29 0.89 1.86
106 H 3.46 1.29 3.98
107 H 2.44 0.61 6.12
108 H 0.71 -0.60 7.33

Calculated values
gap between HOMO and LUMO: 3.89 eV
net charge: +3
multiplicity: 1
M: 950.9 g/mol



Entry 2:
Formula: C52H46N11O4PSe2Ti
Source: the Open Molecules 2025 dataset
Level of theory: wB97M-V/def2-TZVPD

CARTESIAN COORDINATES (ANGSTROEM)
1 Ti 0.26 -1.45 0.24
2 O 4.82 -6.31 1.66
3 C 4.42 -6.10 0.52
4 O 4.72 -6.57 -0.57
5 C 3.27 -5.02 0.45
6 C 2.70 -4.66 -0.77
7 C 1.69 -3.71 -0.79
8 N 1.24 -3.13 0.35
9 C 1.67 -3.61 1.54
10 C 2.72 -4.52 1.62
11 C 0.81 -3.20 2.62
12 C 0.72 -3.86 3.85
13 C -0.31 -3.57 4.71
14 C -1.27 -2.63 4.30
15 C -1.11 -2.01 3.09
16 N -0.09 -2.24 2.25
17 C 0.92 -3.31 -1.95
18 C 0.98 -3.95 -3.19
19 C 0.08 -3.63 -4.17
20 C -0.88 -2.64 -3.89
21 C -0.85 -2.00 -2.67
22 N 0.02 -2.31 -1.70
23 H 3.07 -5.14 -1.66
24 H 3.13 -4.88 2.55
25 H 1.44 -4.63 4.10
26 H -0.42 -4.09 5.65
27 H -2.14 -2.42 4.91
28 H -1.87 -1.31 2.75
29 H 1.73 -4.71 -3.34
30 H 0.09 -4.13 -5.12
31 H -1.63 -2.36 -4.62
32 H -1.55 -1.20 -2.47
33 C -0.47 3.08 3.89
34 N -0.02 2.15 2.88
35 C -0.61 1.04 2.42
36 N 0.14 0.49 1.48
37 C 1.19 1.34 1.39
38 N 1.12 2.34 2.23
39 C -1.13 4.29 3.27
40 C -0.79 5.59 3.64
41 C -1.43 6.67 3.05
42 C -2.40 6.48 2.08
43 C -2.73 5.18 1.69
44 C -2.10 4.10 2.30
45 C -3.69 4.89 0.66
46 N -4.30 5.66 -0.19
47 N -5.04 4.88 -0.98
48 C -4.86 3.64 -0.59
49 O -4.01 3.58 0.46
50 C -5.38 2.41 -1.11
51 C -6.05 2.36 -2.33
52 C -6.48 1.14 -2.81
53 C -6.23 -0.03 -2.11
54 C -5.57 0.01 -0.88
55 C -5.33 -1.23 -0.08
56 N -3.94 -1.63 -0.05
57 C -2.82 -0.89 0.01
58 N -1.77 -1.69 0.16
59 C -2.31 -2.94 0.18
60 N -3.61 -2.92 0.06
61 C -5.17 1.24 -0.39
62 H 0.41 3.40 4.46
63 H -1.16 2.57 4.56
64 H -1.56 0.71 2.78
65 H 2.00 1.24 0.70
66 H -0.03 5.75 4.39
67 H -1.16 7.67 3.35
68 H -2.91 7.31 1.62
69 H -2.36 3.10 1.98
70 H -6.22 3.28 -2.87
71 H -7.01 1.10 -3.75
72 H -6.57 -0.98 -2.50
73 H -5.88 -2.09 -0.48
74 H -5.65 -1.08 0.96
75 H -2.78 0.18 -0.08
76 H -1.73 -3.84 0.30
77 H -4.70 1.30 0.58
78 Se 2.50 -0.66 -0.99
79 P 1.37 0.76 -2.19
80 Se -0.58 1.30 -1.46
81 C 1.22 0.12 -3.91
82 C 0.05 0.30 -4.64
83 C -0.01 -0.15 -5.95
84 C 1.08 -0.77 -6.52
85 C 2.24 -0.97 -5.78
86 C 2.31 -0.53 -4.47
87 C 2.39 2.28 -2.42
88 C 1.87 3.39 -3.08
89 C 2.65 4.53 -3.23
90 C 3.94 4.57 -2.72
91 C 4.45 3.46 -2.06
92 C 3.69 2.32 -1.91
93 H -0.80 0.78 -4.18
94 H -0.92 -0.01 -6.51
95 H 1.04 -1.11 -7.55
96 H 3.09 -1.45 -6.24
97 H 3.20 -0.69 -3.88
98 H 0.86 3.37 -3.47
99 H 2.25 5.39 -3.75
100 H 4.54 5.46 -2.83
101 H 5.45 3.49 -1.66
102 H 4.08 1.45 -1.41
103 C 1.83 -0.37 4.68
104 C 2.91 -1.10 3.89
105 O 2.93 -0.61 2.55
106 C 4.23 -0.28 2.08
107 C 5.02 -1.49 1.60
108 H 1.85 -0.70 5.72
109 H 0.85 -0.58 4.27
110 H 2.01 0.70 4.65
111 H 2.72 -2.18 3.88
112 H 3.89 -0.91 4.36
113 H 4.78 0.26 2.87
114 H 4.06 0.41 1.24
115 H 5.28 -2.15 2.43
116 H 5.93 -1.16 1.12
117 H 4.42 -2.05 0.88

Calculated values
gap between HOMO and LUMO (alpha / beta): 5.15 / 5.15 eV
multiplicity: 1
M: 1125.8 g/mol



Entry 3:
Formula: C52H46N3O2P2SSiTi
Source: the Open Molecules 2025 dataset
Level of theory: wB97M-V/def2-TZVPD

CARTESIAN COORDINATES (ANGSTROEM)
1 Ti 0.13 0.06 0.14
2 N -2.03 -1.74 3.58
3 C -1.44 -1.04 2.54
4 S -0.19 -1.88 1.66
5 N -1.87 0.15 2.30
6 N -1.33 0.79 1.19
7 C -1.72 2.06 1.06
8 C -1.54 2.84 -0.11
9 C -2.12 4.13 -0.20
10 C -2.13 4.84 -1.38
11 C -1.56 4.29 -2.53
12 C -0.95 3.05 -2.47
13 C -0.88 2.33 -1.27
14 O -0.22 1.18 -1.22
15 H -1.44 -2.46 3.96
16 H -2.48 -1.15 4.27
17 H -2.32 2.47 1.88
18 H -2.59 4.54 0.69
19 H -2.59 5.82 -1.42
20 H -1.59 4.84 -3.46
21 H -0.50 2.62 -3.35
22 O 0.67 -1.34 -3.43
23 C 1.78 -0.84 -4.05
24 C 1.92 -0.75 -5.43
25 C 3.09 -0.24 -5.96
26 C 4.11 0.17 -5.12
27 C 3.93 0.14 -3.75
28 C 2.75 -0.34 -3.19
29 P 2.34 -0.17 -1.39
30 C 3.48 -1.48 -0.80
31 C 2.81 -2.67 -0.49
32 C 3.51 -3.84 -0.23
33 C 4.89 -3.83 -0.28
34 C 5.57 -2.66 -0.59
35 C 4.87 -1.50 -0.86
36 C 3.17 1.46 -1.24
37 C 2.59 2.48 -2.01
38 C 3.13 3.76 -2.01
39 C 4.27 4.03 -1.26
40 C 4.86 3.02 -0.52
41 C 4.31 1.74 -0.50
42 C 0.08 -2.52 -3.80
43 C 0.53 -3.37 -4.79
44 C -0.17 -4.53 -5.08
45 C -1.31 -4.85 -4.35
46 C -1.72 -4.02 -3.31
47 C -1.04 -2.84 -3.02
48 P -1.32 -1.81 -1.51
49 C -2.31 -3.08 -0.62
50 C -1.60 -4.17 -0.12
51 C -2.25 -5.21 0.53
52 C -3.63 -5.16 0.71
53 C -4.34 -4.09 0.20
54 C -3.69 -3.06 -0.46
55 C -2.62 -0.66 -2.09
56 C -3.35 0.06 -1.13
57 C -4.21 1.07 -1.52
58 C -4.36 1.38 -2.87
59 C -3.65 0.67 -3.82
60 C -2.77 -0.33 -3.43
61 H 1.11 -1.06 -6.09
62 H 3.20 -0.16 -7.04
63 H 5.03 0.56 -5.54
64 H 4.71 0.51 -3.10
65 H 1.73 -2.67 -0.46
66 H 2.97 -4.75 0.01
67 H 5.45 -4.74 -0.06
68 H 6.65 -2.66 -0.63
69 H 5.42 -0.61 -1.13
70 H 1.72 2.26 -2.61
71 H 2.67 4.53 -2.60
72 H 4.70 5.02 -1.26
73 H 5.75 3.22 0.05
74 H 4.75 0.97 0.11
75 H 1.43 -3.14 -5.34
76 H 0.18 -5.19 -5.86
77 H -1.86 -5.75 -4.56
78 H -2.58 -4.30 -2.72
79 H -0.53 -4.21 -0.24
80 H -1.68 -6.04 0.92
81 H -4.14 -5.96 1.23
82 H -5.42 -4.05 0.33
83 H -4.27 -2.24 -0.87
84 H -3.26 -0.20 -0.09
85 H -4.75 1.63 -0.77
86 H -5.04 2.17 -3.17
87 H -3.77 0.91 -4.87
88 H -2.21 -0.88 -4.18
89 C 0.83 0.99 3.74
90 Si 1.67 1.05 1.99
91 C 2.03 2.94 1.92
92 C 3.32 0.22 2.60
93 C 4.52 0.92 2.79
94 C 5.67 0.30 3.27
95 C 5.65 -1.04 3.62
96 C 4.46 -1.75 3.49
97 C 3.33 -1.13 2.98
98 H -0.12 1.53 3.74
99 H 1.49 1.43 4.50
100 H 0.64 -0.04 4.04
101 H 2.25 3.35 2.92
102 H 1.14 3.45 1.54
103 H 2.86 3.21 1.26
104 H 4.55 1.98 2.57
105 H 6.58 0.87 3.39
106 H 6.54 -1.53 3.97
107 H 4.41 -2.79 3.78
108 H 2.42 -1.71 2.89

Calculated values
gap between HOMO and LUMO (alpha / beta): 4.72 / 6.34 eV
net charge: -1
multiplicity: 3
M: 914.9 g/mol



Entry 4:
Formula: C52H46N6O5SScTe
Source: the Open Molecules 2025 dataset
Level of theory: wB97M-V/def2-TZVPD

CARTESIAN COORDINATES (ANGSTROEM)
1 Sc 1.46 0.20 1.23
2 O 5.21 -2.10 3.72
3 C 4.27 -1.55 3.21
4 N 3.64 -0.37 1.09
5 C 4.03 -0.48 -0.27
6 O 5.00 -1.37 -0.45
7 C 3.38 0.26 -1.26
8 C 3.83 0.38 -2.59
9 C 3.13 1.21 -3.43
10 C 1.99 1.89 -2.97
11 C 1.59 1.68 -1.66
12 N 2.24 0.89 -0.82
13 C 3.16 -0.98 4.05
14 C 3.32 -1.07 5.43
15 C 2.32 -0.61 6.26
16 C 1.17 -0.09 5.69
17 C 1.09 -0.03 4.31
18 N 2.06 -0.45 3.50
19 H 4.72 -0.14 -2.90
20 H 3.45 1.33 -4.46
21 H 1.42 2.54 -3.61
22 H 0.68 2.12 -1.28
23 H 4.23 -1.51 5.81
24 H 2.42 -0.67 7.33
25 H 0.35 0.27 6.29
26 H 0.20 0.37 3.83
27 O 4.01 3.80 0.96
28 S 3.38 3.27 2.14
29 O 4.08 3.45 3.39
30 N 3.01 1.70 1.92
31 C 4.08 0.88 1.76
32 C 5.38 1.04 2.12
33 C 6.52 0.20 1.83
34 C 6.59 -1.04 1.34
35 C 5.43 -1.86 0.89
36 C 5.76 -3.31 0.73
37 C 4.81 -4.22 0.88
38 C 3.43 -3.79 1.14
39 N 3.08 -2.61 1.46
40 C 4.13 -1.62 1.68
41 C 1.83 4.11 2.33
42 C 0.57 3.57 2.12
43 C -0.55 4.38 2.27
44 C -0.42 5.71 2.63
45 C 0.85 6.24 2.84
46 C 1.97 5.45 2.69
47 H 5.60 1.95 2.66
48 H 7.46 0.66 2.09
49 H 7.57 -1.50 1.22
50 H 6.78 -3.57 0.48
51 H 5.00 -5.28 0.75
52 H 2.62 -4.51 1.01
53 H 0.40 2.56 1.80
54 H -1.53 3.95 2.09
55 H -1.29 6.33 2.75
56 H 0.96 7.28 3.12
57 H 2.96 5.86 2.85
58 C -5.85 1.31 -7.14
59 C -4.87 1.23 -6.00
60 C -3.90 0.24 -5.96
61 C -3.01 0.13 -4.89
62 C -1.96 -0.96 -4.99
63 C -3.10 1.03 -3.83
64 Te -1.79 0.90 -2.15
65 N -0.48 0.74 0.91
66 C -0.74 -0.43 1.40
67 O 0.22 -1.36 1.49
68 C -2.05 -0.79 2.02
69 C -3.13 0.07 1.89
70 C -4.35 -0.25 2.46
71 C -4.49 -1.43 3.18
72 C -3.41 -2.29 3.32
73 C -2.19 -1.98 2.74
74 C -2.28 -1.09 -1.61
75 C -3.60 -1.45 -1.35
76 C -4.75 -0.48 -1.48
77 C -3.88 -2.76 -0.98
78 C -2.89 -3.72 -0.88
79 C -3.22 -5.14 -0.48
80 C -1.59 -3.35 -1.16
81 C -1.26 -2.05 -1.53
82 C 0.18 -1.70 -1.78
83 C -4.05 2.06 -3.87
84 C -4.20 3.09 -2.78
85 C -4.92 2.13 -4.95
86 H -5.52 0.70 -7.99
87 H -5.96 2.34 -7.49
88 H -6.84 0.96 -6.84
89 H -3.83 -0.47 -6.77
90 H -2.35 -1.81 -5.55
91 H -1.64 -1.32 -4.02
92 H -1.08 -0.58 -5.51
93 H -2.99 0.98 1.32
94 H -5.20 0.42 2.35
95 H -5.45 -1.68 3.63
96 H -3.53 -3.21 3.88
97 H -1.35 -2.65 2.81
98 H -4.53 0.46 -0.99
99 H -5.65 -0.90 -1.03
100 H -4.96 -0.26 -2.53
101 H -4.91 -3.03 -0.77
102 H -4.28 -5.25 -0.25
103 H -2.65 -5.43 0.41
104 H -2.97 -5.84 -1.28
105 H -0.79 -4.09 -1.08
106 H 0.79 -2.60 -1.90
107 H 0.54 -1.17 -0.90
108 H 0.31 -1.05 -2.65
109 H -3.25 3.42 -2.37
110 H -4.79 2.69 -1.95
111 H -4.72 3.97 -3.17
112 H -5.66 2.93 -4.98

Calculated values
gap between HOMO and LUMO (alpha / beta): 6.10 / 6.35 eV
multiplicity: 2
M: 1039.6 g/mol



Which value of multiplicity does entry 2 give?
1